## a
C3H7NSi in the gas phase. Source: OMol25; level of theory: ωB97M-V/def2-TZVPD.

The geometry in XYZ format:
```
12
C3H7NSi | OMol25 | ωB97M-V/def2-TZVPD
C -0.742 -1.940 1.125
C -1.387 0.569 -0.523
C 1.675 0.150 0.254
N -0.720 -0.975 2.132
Si -0.138 -0.359 0.597
H -1.389 -2.848 1.267
H -1.202 1.626 -0.045
H -1.141 0.621 -1.635
H -2.438 0.486 -0.522
H 2.017 0.708 1.119
H 2.240 -0.773 0.125
H 1.770 0.712 -0.773
```

As for the SMILES: C[Si]1(C)C=N1. Its HOMO-LUMO gap is 9.664 eV. As for the highest occupied orbital energy: -8.9 eV.

=====

## b
2 unconnected molecules or ions with the total composition C3H7NSi. Source: OMol25; level of theory: ωB97M-V/def2-TZVPD.

The geometry in XYZ format:
```
12
C3H7NSi | OMol25 | ωB97M-V/def2-TZVPD
C 1.465 1.629 0.000
C 1.713 0.371 0.172
C -1.991 -0.534 -0.152
N -2.216 -0.355 -1.356
Si 0.376 -0.978 0.668
H 2.321 2.227 -0.465
H 0.543 2.080 0.262
H 2.663 0.042 -0.433
H -2.742 -0.558 0.625
H -3.160 -0.611 -1.649
H 0.138 -1.015 2.138
H 0.889 -2.298 0.190
```

Its HOMO-LUMO gap is 8.806 eV. As for the highest occupied orbital energy: -8.3 eV.

=====

Most stable structure - a; separation to the second - 2.077 eV.

=====

## a
2 unconnected molecules or ions with the total composition C3H7NSi. Source: OMol25; level of theory: ωB97M-V/def2-TZVPD.

The geometry in XYZ format:
```
12
C3H7NSi | OMol25 | ωB97M-V/def2-TZVPD
C -3.375 0.205 -0.460
C 1.083 -1.474 0.109
C 1.298 1.643 -0.245
N -3.997 -0.020 0.490
Si 1.018 0.274 0.815
H 1.966 -1.933 0.078
H 0.325 -2.246 0.538
H 0.889 -1.521 -0.913
H -2.880 0.457 -1.362
H 1.580 1.588 -1.205
H 0.870 2.540 -0.159
H 1.223 0.488 2.314
```

As for the SMILES: C=[SiH]C.C#N. Its HOMO-LUMO gap is 8.462 eV. As for the highest occupied orbital energy: -8.3 eV.

=====

## b
C3H7NSi in the gas phase. Source: OMol25; level of theory: ωB97M-V/def2-TZVPD.

The geometry in XYZ format:
```
12
C3H7NSi | OMol25 | ωB97M-V/def2-TZVPD
C 0.372 -0.269 0.439
C -0.441 0.330 -0.405
C 0.649 -1.654 0.516
N 1.332 -2.195 1.418
Si -0.900 2.115 -0.710
H 1.130 0.172 1.049
H -0.998 -0.476 -0.984
H 0.229 -2.298 -0.231
H 1.469 -3.198 1.398
H -1.353 2.061 -2.134
H 0.369 2.942 -0.831
H -1.858 2.471 0.475
```

As for the SMILES: [H]/N=C/C=C/[SiH3]. Its HOMO-LUMO gap is 10.162 eV. As for the highest occupied orbital energy: -9.8 eV.

=====

Most stable structure - b; separation to the second - 1.480 eV.

=====

## a
A molecular structure, C36H32Cl3N6O4SeSiY. Source: OMol25; level of theory: ωB97M-V/def2-TZVPD.

The geometry in XYZ format:
```
84
C36H32Cl3N6O4SeSiY | OMol25 | ωB97M-V/def2-TZVPD
Y -0.298 -0.694 0.119
N -1.276 0.162 2.451
C -0.718 -0.484 3.665
C -0.931 -1.988 3.700
C -0.241 -2.825 2.621
O -0.033 -4.003 2.833
O 0.078 -2.200 1.530
H -1.140 1.166 2.529
H -2.284 0.030 2.442
H -1.167 -0.051 4.565
H 0.346 -0.259 3.698
H -1.999 -2.224 3.662
H -0.577 -2.366 4.659
Cl -5.539 -5.895 -1.880
C -4.238 -4.754 -1.715
C -4.118 -4.016 -0.554
C -3.070 -3.120 -0.458
Cl -2.921 -2.143 0.982
C -2.101 -2.911 -1.455
O -1.129 -2.057 -1.326
C -2.299 -3.682 -2.619
Cl -1.187 -3.478 -3.929
C -3.334 -4.587 -2.751
H -4.819 -4.133 0.259
H -3.432 -5.159 -3.663
Se -3.439 6.976 -0.521
N -1.861 6.346 0.015
C -1.912 5.047 -0.098
C -0.795 4.161 0.218
C 0.458 4.653 0.581
C 1.486 3.762 0.780
C 1.227 2.402 0.636
N 0.026 1.917 0.348
C -0.971 2.781 0.111
C -2.252 2.214 -0.359
N -2.335 0.877 -0.467
C -3.427 0.361 -1.020
C -4.504 1.126 -1.454
C -4.447 2.490 -1.298
C -3.297 3.053 -0.746
C -3.150 4.497 -0.585
N -4.092 5.355 -0.866
H 0.599 5.722 0.667
H 2.484 4.095 1.026
H 2.016 1.671 0.726
H -3.450 -0.713 -1.136
H -5.359 0.640 -1.902
H -5.255 3.138 -1.608
C 1.714 1.829 -3.602
Si 0.985 0.183 -3.042
C 1.477 -1.186 -4.228
C -0.856 0.486 -3.262
N 1.392 -0.175 -1.383
C 2.741 -0.314 -1.082
C 3.790 -0.266 -2.021
C 5.125 -0.421 -1.684
C 5.501 -0.631 -0.369
C 4.506 -0.678 0.599
C 3.183 -0.511 0.242
O 2.162 -0.559 1.204
C 2.543 -0.727 2.528
C 2.835 0.373 3.319
C 3.114 0.182 4.666
C 3.105 -1.095 5.209
C 2.839 -2.189 4.396
C 2.569 -2.011 3.047
H 1.330 2.081 -4.595
H 2.802 1.861 -3.647
H 1.390 2.617 -2.915
H 0.788 -1.228 -5.074
H 1.432 -2.146 -3.711
H 2.484 -1.066 -4.630
H -1.022 0.597 -4.338
H -1.177 1.419 -2.791
H -1.482 -0.336 -2.921
H 3.551 -0.121 -3.062
H 5.873 -0.380 -2.466
H 6.537 -0.766 -0.092
H 4.768 -0.848 1.634
H 2.849 1.366 2.893
H 3.337 1.037 5.291
H 3.311 -1.237 6.262
H 2.834 -3.190 4.807
H 2.347 -2.849 2.401
```

Its HOMO-LUMO gap is 5.563 eV. As for the highest occupied orbital energy: -7.0 eV.

=====

## b
A molecular structure, C36H32Cl3N6O4SeSiY. Source: OMol25; level of theory: ωB97M-V/def2-TZVPD.

The geometry in XYZ format:
```
84
C36H32Cl3N6O4SeSiY | OMol25 | ωB97M-V/def2-TZVPD
Y 0.913 0.488 -0.023
N 1.895 -0.260 2.543
C 3.190 -0.934 2.744
C 4.280 -0.428 1.802
C 3.947 -0.804 0.367
O 4.501 -1.737 -0.197
O 2.988 -0.107 -0.155
H 1.908 0.656 2.982
H 1.172 -0.769 3.043
H 3.034 -2.002 2.569
H 3.537 -0.831 3.777
H 5.226 -0.889 2.086
H 4.370 0.656 1.895
Cl 5.432 6.201 -1.728
C 4.211 4.965 -1.643
C 3.858 4.440 -0.411
C 2.891 3.455 -0.391
Cl 2.384 2.787 1.150
C 2.239 2.952 -1.529
O 1.333 2.026 -1.449
C 2.642 3.534 -2.743
Cl 1.898 2.981 -4.205
C 3.610 4.519 -2.808
H 4.324 4.787 0.499
H 3.894 4.932 -3.765
Se -3.650 -4.391 -4.883
N -3.989 -2.849 -4.018
C -2.854 -2.420 -3.550
C -2.720 -1.187 -2.780
C -3.794 -0.329 -2.558
C -3.586 0.805 -1.805
C -2.318 1.034 -1.278
N -1.290 0.217 -1.471
C -1.478 -0.869 -2.227
C -0.298 -1.722 -2.468
N 0.851 -1.347 -1.881
C 1.950 -2.050 -2.147
C 1.948 -3.171 -2.977
C 0.763 -3.591 -3.533
C -0.391 -2.852 -3.277
C -1.696 -3.241 -3.806
N -1.896 -4.331 -4.486
H -4.763 -0.566 -2.975
H -4.381 1.511 -1.608
H -2.125 1.902 -0.667
H 2.859 -1.729 -1.653
H 2.877 -3.694 -3.151
H 0.704 -4.471 -4.160
C -3.048 3.075 1.718
Si -1.152 3.009 1.641
C -0.637 4.031 0.149
C -0.417 3.851 3.173
N -0.642 1.346 1.474
C -1.124 0.447 2.406
C -1.719 0.807 3.636
C -2.141 -0.121 4.573
C -1.991 -1.479 4.343
C -1.432 -1.888 3.141
C -1.052 -0.948 2.205
O -0.455 -1.358 0.992
C -0.856 -2.584 0.464
C -2.172 -2.765 0.065
C -2.515 -3.941 -0.583
C -1.552 -4.914 -0.825
C -0.246 -4.717 -0.409
C 0.114 -3.546 0.249
H -3.409 3.707 2.531
H -3.485 2.084 1.857
H -3.453 3.492 0.793
H -1.370 4.837 0.042
H -0.579 3.501 -0.802
H 0.332 4.503 0.307
H -0.032 4.839 2.908
H 0.419 3.278 3.581
H -1.139 3.989 3.978
H -1.838 1.853 3.877
H -2.583 0.231 5.496
H -2.303 -2.213 5.074
H -1.312 -2.941 2.923
H -2.898 -1.983 0.254
H -3.535 -4.096 -0.911
H -1.821 -5.827 -1.340
H 0.508 -5.471 -0.597
H 1.132 -3.362 0.568
```

Its HOMO-LUMO gap is 6.373 eV. As for the highest occupied orbital energy: -7.5 eV.

=====

Most stable structure - b; separation to the second - 0.610 eV.

=====

## a
C14H19N3O2 in the gas phase. Source: OMol25; level of theory: ωB97M-V/def2-TZVPD.

The geometry in XYZ format:
```
38
C14H19N3O2 | OMol25 | ωB97M-V/def2-TZVPD
N -2.574 -0.912 -1.460
C -2.910 -0.391 -0.251
N -2.173 -0.139 0.763
O -0.792 -0.381 0.824
C -0.162 -1.456 0.371
O -0.660 -2.370 -0.249
C 1.305 -1.356 0.713
H 1.418 -0.844 1.666
H 1.714 -2.365 0.780
C 2.024 -0.574 -0.395
C 3.524 -0.447 -0.128
C 4.251 0.284 -1.279
H 5.083 -0.322 -1.639
C 4.783 1.587 -0.678
H 4.017 2.363 -0.724
H 5.670 1.950 -1.194
C 5.051 1.218 0.776
H 5.163 2.089 1.421
H 5.959 0.617 0.846
C 3.830 0.376 1.137
H 4.006 -0.255 2.007
H 2.991 1.037 1.358
H 3.586 0.470 -2.121
H 3.935 -1.454 -0.018
H 1.583 0.422 -0.474
H 1.870 -1.092 -1.345
C -4.311 0.048 -0.070
C -4.904 0.040 1.191
C -6.220 0.448 1.316
C -6.898 0.848 0.173
N -6.340 0.879 -1.024
C -5.083 0.496 -1.142
H -4.671 0.573 -2.141
H -7.933 1.163 0.213
H -6.711 0.452 2.277
H -4.326 -0.285 2.041
H -3.333 -1.196 -2.058
H -1.761 -1.520 -1.483
```

As for the SMILES: N/C(=N\OC(=O)CCC1CCCC1)c1cccnc1. Its HOMO-LUMO gap is 9.954 eV. As for the highest occupied orbital energy: -9.3 eV.

=====

## b
C14H19N3O2 in the gas phase. Source: OMol25; level of theory: ωB97M-V/def2-TZVPD.

The geometry in XYZ format:
```
38
C14H19N3O2 | OMol25 | ωB97M-V/def2-TZVPD
C -5.280 -1.255 -0.958
H -5.754 -1.568 -0.030
H -5.980 -0.632 -1.508
H -5.069 -2.141 -1.552
C -3.994 -0.487 -0.669
C -4.280 0.763 0.163
C -3.033 1.580 0.435
O -3.062 2.788 0.542
C -1.800 0.801 0.577
C -0.583 1.420 0.877
N 0.543 0.759 1.016
C 0.478 -0.573 0.857
N 1.595 -1.294 1.025
H 1.515 -2.280 0.832
C 2.898 -0.735 1.265
H 3.423 -1.343 2.008
H 2.758 0.273 1.658
C 3.759 -0.677 -0.015
C 3.204 0.333 -1.041
H 2.830 -0.162 -1.935
C 4.400 1.241 -1.337
H 4.112 2.273 -1.524
C 5.228 1.086 -0.063
H 6.293 1.272 -0.200
O 5.078 -0.271 0.306
H 4.846 1.744 0.731
H 4.965 0.867 -2.191
H 2.391 0.902 -0.592
H 3.834 -1.689 -0.435
N -0.629 -1.266 0.553
C -1.755 -0.594 0.417
C -2.991 -1.364 0.080
H -3.439 -1.715 1.015
H -2.714 -2.245 -0.499
H -0.536 2.493 1.005
H -4.692 0.469 1.134
H -5.015 1.405 -0.325
H -3.546 -0.178 -1.621
```

As for the SMILES: C[C@H]1CC(=O)c2cnc(NC[C@H]3CCCO3)nc2C1. Its HOMO-LUMO gap is 9.160 eV. As for the highest occupied orbital energy: -8.6 eV.

=====

Most stable structure - b; separation to the second - 1.892 eV.

=====

## a
C26H32N4O3 in the gas phase. Source: OMol25; level of theory: ωB97M-V/def2-TZVPD.

The geometry in XYZ format:
```
65
C26H32N4O3 | OMol25 | ωB97M-V/def2-TZVPD
C 5.299 1.840 2.326
H 5.360 1.086 1.535
O 4.176 2.671 2.149
C 2.947 2.102 2.106
C 1.883 2.972 1.844
C 0.601 2.494 1.729
C 0.345 1.132 1.903
C 1.395 0.274 2.213
C 2.687 0.748 2.306
H 3.485 0.057 2.525
H 1.186 -0.773 2.367
C -0.993 0.614 1.740
N -1.983 1.290 1.214
O -3.055 0.442 1.250
C -2.622 -0.704 1.802
N -1.367 -0.654 2.111
C -3.566 -1.819 2.050
H -3.815 -1.797 3.116
C -4.849 -1.720 1.218
C -4.601 -2.178 -0.216
O -4.788 -3.326 -0.563
N -4.160 -1.216 -1.051
H -3.984 -0.287 -0.703
C -3.856 -1.496 -2.436
H -4.286 -0.707 -3.061
C -2.355 -1.634 -2.734
C -1.608 -0.299 -2.710
C -0.130 -0.540 -3.061
N 0.528 -1.497 -2.195
C 0.861 -0.956 -0.884
C 2.106 -0.114 -0.978
C 2.031 1.268 -1.084
C 3.175 2.047 -1.190
C 4.414 1.419 -1.188
C 4.502 0.043 -1.086
C 3.354 -0.722 -0.984
H 3.421 -1.797 -0.910
H 5.471 -0.437 -1.087
H 5.312 2.016 -1.267
C 3.091 3.539 -1.308
H 2.062 3.878 -1.224
H 3.489 3.865 -2.268
H 3.681 4.011 -0.524
H 1.064 1.751 -1.066
H 1.050 -1.796 -0.211
H 0.049 -0.354 -0.452
C -0.195 -2.752 -2.169
C -1.668 -2.602 -1.770
H -1.725 -2.214 -0.750
H -2.166 -3.572 -1.788
H 0.316 -3.436 -1.488
H -0.140 -3.176 -3.178
H 0.430 0.396 -3.025
H -0.070 -0.930 -4.083
H -1.683 0.158 -1.720
H -2.042 0.395 -3.432
H -2.275 -2.045 -3.748
H -4.351 -2.444 -2.663
H -5.592 -2.395 1.644
H -5.236 -0.701 1.241
H -3.052 -2.763 1.858
H -0.220 3.156 1.504
H 2.101 4.021 1.719
H 5.286 1.349 3.304
H 6.164 2.499 2.268
```

As for the SMILES: COc1ccc(-c2noc(CCC(=O)NCC3CCN(Cc4cccc(C)c4)CC3)n2)cc1. Its HOMO-LUMO gap is 8.799 eV. As for the highest occupied orbital energy: -8.1 eV.

=====

## b
A molecular structure, C26H32N4O3. Source: OMol25; level of theory: ωB97M-V/def2-TZVPD.

The geometry in XYZ format:
```
65
C26H32N4O3 | OMol25 | ωB97M-V/def2-TZVPD
C 1.370 0.315 2.407
H 2.121 1.159 2.134
H 2.010 -0.492 1.988
C 0.073 0.453 1.505
N -0.912 -0.784 1.445
C -0.553 -1.944 1.017
C -0.850 -3.107 2.150
C -0.823 -2.234 3.202
H -1.429 -2.765 3.983
H 0.246 -2.137 3.694
C -1.506 -0.726 2.948
H -1.347 -0.023 3.531
H -2.513 -1.233 2.748
H 0.027 -3.663 1.972
H -1.739 -3.456 1.654
C -1.318 -2.156 -0.227
N -0.905 -1.369 -1.371
C -1.590 -0.044 -1.517
O -1.230 0.813 -2.641
N -2.486 0.392 -0.515
H -2.352 -0.048 0.201
C -3.267 1.706 -0.540
C -4.614 1.564 -0.308
C -5.379 0.406 -0.677
C -6.660 0.372 -0.801
C -7.229 1.163 0.211
C -6.606 2.048 0.705
C -5.234 2.546 0.387
H -4.811 3.202 0.913
H -7.088 2.930 1.387
H -8.351 1.132 0.397
H -7.229 -0.677 -1.070
H -4.770 -0.330 -1.442
H -3.057 1.849 -1.745
H -2.723 2.279 -0.016
C 0.201 -1.340 -2.272
C 1.508 -1.202 -1.842
C 1.898 0.089 -1.270
C 3.087 0.445 -0.827
C 3.426 1.839 -0.566
C 4.795 1.906 0.187
C 5.330 0.996 0.781
C 4.951 -0.422 0.400
C 3.822 -0.800 -0.290
N 3.320 -1.883 -0.560
C 2.416 -2.381 -1.133
O 2.030 -3.604 -1.136
H 4.118 -2.849 -0.078
H 5.665 -1.099 0.669
H 6.255 1.173 1.129
O 5.071 3.347 0.103
C 6.262 3.682 0.763
H 6.411 3.378 1.762
H 7.180 3.130 0.413
H 6.412 4.657 0.892
H 3.008 2.628 -0.847
H 1.282 0.809 -2.023
H 0.047 -2.604 -2.486
H 0.051 -0.858 -3.199
H -2.179 -2.125 0.124
H -0.902 -3.197 -0.779
H 0.621 -1.813 0.827
H -0.449 1.391 1.822
H 0.112 0.606 0.582
H 1.146 0.144 3.428
```

Its HOMO-LUMO gap is 7.322 eV. As for the highest occupied orbital energy: -8.1 eV.

=====

Most stable structure - a; separation to the second - 25.089 eV.